Record 1
Density functional theory data (wB97M-V/def2-TZVPD) for a molecular structure, C43H47N5O4P2PdSSi2 at a distorted geometry.

Structure (XYZ):
```
105
Properties=species:S:1:pos:R:3:forces:R:3:lowdin_charge:R:1
Pd -0.752 0.663 -0.410 0.160 0.324 -0.519 0.5982
S -3.007 0.520 0.154 0.383 -0.086 0.100 0.6730
P 1.469 0.952 1.010 -0.628 -0.423 0.423 0.6296
P -0.205 -1.568 1.489 -0.507 0.754 -0.202 0.6475
Si 1.858 2.422 -1.612 0.605 0.052 0.085 0.3321
Si -2.460 -3.207 0.208 0.516 0.095 -0.040 0.2916
O 0.230 -0.960 -2.100 0.024 -0.431 -0.790 -0.0485
O -0.452 -3.339 -8.514 0.099 -0.358 0.231 0.0476
O -0.956 -1.380 -9.178 -0.105 0.418 -0.018 0.0450
O -1.087 0.758 -2.604 -0.077 0.010 -0.199 -0.1210
N -0.675 -2.163 -8.286 0.020 -0.373 -1.085 -0.3721
N -2.923 3.169 -0.221 -0.047 0.060 -0.034 0.0905
N -1.096 -2.223 0.377 -0.555 -0.286 0.518 -0.2480
N -5.035 2.074 -0.391 -0.179 -0.092 -0.001 0.0243
N 1.734 1.088 -0.554 -0.862 0.546 0.013 -0.2519
C -0.940 -1.927 3.136 -0.004 -0.059 -0.020 -0.2800
C 1.858 -2.785 0.197 0.012 0.029 -0.007 -0.0745
C -0.600 -1.690 -6.944 0.031 0.544 1.546 -0.1729
C -0.872 -0.349 -6.666 0.052 -0.302 -0.481 0.0043
C 0.240 3.314 1.835 -0.012 -0.042 0.086 -0.0823
C -3.696 2.055 -0.189 0.056 0.299 0.027 -0.7952
C -2.380 -2.482 5.463 -0.001 0.051 0.001 -0.1191
C 1.358 -2.521 1.474 0.000 0.011 0.105 -0.2703
C -1.592 -0.906 3.820 0.041 -0.048 0.098 -0.0826
C 4.075 -0.060 1.024 -0.086 0.036 0.048 -0.0761
C -5.594 3.236 -0.672 0.156 -0.104 0.049 -0.1824
C 2.360 1.761 -3.316 -0.199 0.148 0.027 -0.1707
C -1.982 -5.060 0.254 -0.130 0.093 -0.112 -0.1983
C 2.545 3.127 2.495 -0.093 -0.014 -0.083 -0.0973
C -0.025 0.181 1.422 0.868 -0.810 -0.055 -0.5380
C 5.225 -0.535 1.643 0.079 -0.019 0.035 -0.0920
C 2.948 0.221 1.783 -0.059 -0.005 0.199 -0.3052
C 2.477 4.372 3.104 0.027 0.069 0.059 -0.1092
C 0.175 4.553 2.453 -0.033 0.086 0.017 -0.0935
C 1.998 -3.056 2.585 0.085 0.035 -0.086 -0.1062
C -0.216 -2.109 -4.614 -0.056 0.171 0.129 0.0033
C -0.268 -2.571 -5.911 -0.036 -0.061 -0.606 0.0078
C 5.248 -0.725 3.017 0.060 -0.012 -0.029 -0.1112
C -3.206 -2.863 -1.494 -0.115 -0.156 0.155 -0.1846
C -0.450 -0.301 -2.897 0.179 0.145 0.752 -0.6685
C -4.879 4.418 -0.758 -0.010 -0.007 -0.005 -0.0652
C -3.511 4.322 -0.505 -0.199 0.005 -0.024 -0.3551
C -2.656 5.557 -0.567 0.012 -0.081 -0.035 -0.0390
C -2.308 -1.183 4.978 -0.050 -0.039 0.065 -0.0949
C 3.298 3.552 -1.057 -0.099 -0.149 -0.100 -0.1952
C 2.971 -3.595 0.042 0.023 -0.056 -0.046 -0.0905
C -3.810 -3.051 1.541 0.173 0.057 -0.148 -0.1788
C -0.512 -0.776 -4.325 -0.020 -0.080 -0.360 -0.1034
C 3.108 -3.876 2.423 0.054 -0.071 0.030 -0.1066
C 1.288 5.085 3.094 0.042 -0.007 -0.014 -0.1167
C 2.965 0.001 3.159 0.073 0.045 -0.058 -0.1066
C 0.389 3.610 -1.781 0.062 -0.238 -0.037 -0.1901
C -0.831 0.096 -5.362 -0.012 0.025 0.198 0.0010
C 4.114 -0.462 3.776 -0.049 0.004 0.082 -0.1009
C -1.747 -3.508 4.774 0.051 -0.115 0.040 -0.1148
C 3.588 -4.158 1.153 0.021 0.008 0.081 -0.1171
C -1.043 -3.235 3.611 0.054 0.083 0.082 -0.1257
C 1.426 2.578 1.869 0.153 0.140 -0.239 -0.2647
H -2.110 5.573 -1.511 0.075 0.004 0.001 0.0759
H -2.817 -0.383 5.504 -0.005 0.007 -0.028 0.0925
H 6.150 -1.085 3.500 -0.008 -0.014 -0.010 0.0888
H -0.049 -3.598 -6.160 -0.024 -0.031 0.065 0.1116
H -2.405 -2.667 -2.210 0.069 -0.001 0.016 0.0081
H 3.598 4.230 -1.864 -0.009 0.021 0.017 0.0130
H -5.352 5.360 -0.999 0.006 0.003 0.011 0.0837
H -1.534 0.099 3.417 0.056 0.002 -0.028 0.0810
H 3.443 1.623 -3.380 0.004 -0.057 0.062 0.0153
H 1.349 -2.347 -0.657 0.028 -0.043 -0.031 0.0832
H -1.911 -5.428 1.282 0.018 0.034 0.020 0.0010
H 1.879 0.804 -3.523 0.030 0.003 0.054 0.0072
H 3.596 -4.305 3.292 -0.001 0.029 0.003 0.0912
H 2.067 0.213 3.731 0.031 -0.014 0.046 0.1166
H -3.803 -3.702 -1.867 -0.027 0.021 0.017 0.0106
H 4.170 2.957 -0.767 0.008 -0.001 -0.032 0.0112
H -0.751 5.116 2.453 -0.050 -0.048 -0.067 0.0896
H 6.109 -0.749 1.054 -0.019 -0.022 -0.009 0.0934
H -4.636 -3.746 1.354 0.020 -0.006 -0.060 0.0164
H 3.477 2.577 2.505 0.015 0.031 0.008 0.0991
H 1.227 6.052 3.581 -0.003 0.000 -0.008 0.0869
H 4.026 0.107 -0.046 0.016 -0.018 -0.007 0.0976
H -1.816 -4.527 5.141 0.002 0.004 -0.027 0.0921
H 0.026 3.648 -2.812 0.000 -0.034 0.012 0.0216
H -0.446 3.284 -1.161 -0.133 0.021 0.039 -0.0225
H 3.007 4.156 -0.193 -0.012 0.010 0.003 0.0053
H -1.924 5.562 0.237 0.066 -0.043 0.024 0.0608
H 4.131 -0.620 4.849 -0.010 -0.014 -0.011 0.0951
H -4.209 -2.037 1.556 -0.039 0.083 -0.010 0.0022
H -1.107 0.311 -7.489 -0.039 0.047 0.036 0.1105
H -3.837 -1.973 -1.457 0.030 0.034 -0.004 0.0014
H -0.583 -4.041 3.050 -0.002 -0.014 0.024 0.1026
H -1.020 -5.235 -0.232 0.004 0.053 -0.022 0.0107
H 0.676 4.620 -1.475 0.028 0.004 0.021 0.0189
H -0.630 2.895 1.335 -0.029 0.016 0.050 0.0735
H 1.637 -2.837 3.583 -0.032 0.003 -0.015 0.0992
H -2.739 -5.661 -0.263 0.010 -0.039 0.046 0.0049
H -6.670 3.215 -0.838 0.006 0.048 0.005 0.0921
H 3.357 -3.807 -0.949 -0.034 0.044 -0.014 0.0949
H -3.278 6.451 -0.506 0.045 0.031 0.000 0.0636
H -3.404 -3.267 2.533 -0.059 -0.003 -0.089 -0.0011
H -1.047 1.129 -5.123 -0.027 -0.021 0.053 0.1200
H 3.355 4.785 3.588 -0.007 -0.013 0.005 0.0901
H -2.938 -2.698 6.368 0.001 0.004 -0.005 0.0863
H 4.443 -4.814 1.035 0.016 0.031 -0.031 0.0863
H 0.047 -2.764 -3.795 0.012 0.024 0.030 0.1213
H 2.069 2.464 -4.104 0.027 0.004 -0.007 0.0180
```
Forces are in eV/Å.

Energy relative to the best compared isomer or geometry (same formula, charge and spin): 0.000 eV
Charge: -2



Record 2
Density functional theory data (wB97M-V/def2-TZVPD) for a molecular structure, C8H22KN2O6S at a distorted geometry.

Structure (XYZ):
```
40
Properties=species:S:1:pos:R:3:forces:R:3:lowdin_charge:R:1
K 2.215 2.932 0.737 0.099 0.195 -0.452 0.8809
S 0.093 3.577 -1.171 -3.433 -0.530 0.457 0.1938
O -1.125 3.621 -2.028 0.941 0.500 0.808 -0.4156
O -0.278 2.851 0.151 0.633 1.000 -0.810 -0.5515
O 1.078 2.713 -1.824 1.811 -1.037 -0.439 -0.4716
O 0.679 4.898 -0.861 0.098 -0.305 0.208 -0.4450
O -2.958 -1.040 0.634 -0.549 0.871 0.261 -0.1860
O 1.882 0.768 2.131 -0.965 0.359 0.585 -0.3103
N 2.684 0.113 -0.453 -0.012 0.283 1.200 0.0674
N -0.228 -0.128 -1.566 1.620 -0.060 -1.331 0.0464
C 2.427 -0.507 1.889 -0.174 0.257 1.318 -0.2580
C 0.387 0.770 2.195 2.622 -1.830 -0.445 -0.0198
C -1.794 -1.220 -0.105 1.190 -0.750 -0.326 -0.2336
C 3.346 -2.110 0.391 -0.158 -1.022 0.248 -0.0739
C 2.336 -0.961 0.483 0.925 -0.279 -1.590 -0.4435
C -2.571 0.517 -1.743 0.395 0.023 0.016 -0.0449
C -1.415 0.069 -0.832 -1.680 0.875 1.001 -0.4810
C -3.997 -1.936 0.455 0.183 -0.546 1.650 -0.1331
H -4.837 -1.580 1.054 -0.006 0.055 0.009 0.0858
H 1.332 -1.294 0.250 -0.273 -0.292 -0.026 0.1079
H -1.866 -1.996 -0.916 -0.311 0.230 0.679 0.1290
H 1.855 0.501 -0.889 0.034 -0.049 -0.191 0.0290
H -3.699 -2.914 0.882 -0.291 -0.026 -0.466 0.0903
H -3.004 -0.376 -2.204 -0.373 0.086 -0.093 0.0671
H 3.275 -2.771 -0.478 -0.125 0.469 -0.272 0.0749
H 0.069 1.776 2.162 -0.467 1.009 0.161 0.0500
H 0.098 0.281 1.265 -0.603 0.004 0.366 0.0588
H -1.013 -1.592 0.626 -0.335 0.473 -0.893 0.1200
H -4.333 -2.011 -0.549 -0.136 -0.243 -1.176 0.0678
H -3.265 1.087 -1.153 -0.781 -0.057 0.135 0.0741
H 3.492 -0.487 2.212 -0.637 0.147 -0.094 0.1354
H 0.159 0.200 3.102 -0.501 0.202 -0.213 0.0975
H -0.435 -0.615 -2.470 0.272 0.701 1.012 0.1046
H 4.369 -1.754 0.484 0.136 0.340 -0.258 0.0736
H -2.237 1.212 -2.526 0.227 -0.233 0.309 0.0769
H 3.259 -2.820 1.229 -0.290 0.309 0.032 0.0760
H -1.285 0.905 -0.096 0.232 -0.702 -0.634 0.1186
H 1.884 -1.283 2.458 0.250 0.240 0.425 0.1280
H 0.112 0.827 -1.784 0.041 -0.472 -0.320 0.0566
H 3.309 -0.224 -1.143 0.389 -0.192 -0.854 0.0575
```
Forces are in eV/Å.

Energy relative to the best compared isomer or geometry (same formula, charge and spin): 0.000 eV
Charge: -1



Record 3
Density functional theory data (wB97M-V/def2-TZVPD) for a molecular structure, C6H7NO at a distorted geometry.

Structure (XYZ):
```
15
Properties=species:S:1:pos:R:3:forces:R:3:lowdin_charge:R:1
O 0.723 0.598 3.021 -0.691 0.477 -3.089 -0.0018
N -0.027 -0.407 -1.682 -1.796 -1.399 -2.621 0.0740
C -1.403 1.275 -0.490 -2.743 -0.960 -1.653 -0.0796
C -0.271 0.238 -0.528 0.296 0.637 2.603 -0.3999
C 0.480 -0.081 0.661 -0.557 -0.899 -2.197 -0.1670
C 2.099 -2.191 0.578 2.477 -3.303 -1.999 0.0892
C 1.278 -1.332 0.534 -1.420 3.690 1.342 -0.1329
C 0.297 0.757 1.860 -0.708 -0.706 1.547 -0.2433
H -0.896 -0.656 -2.457 3.642 1.119 3.223 0.2140
H -1.877 1.308 0.587 0.944 0.399 -2.567 0.0804
H -2.343 0.597 -1.182 2.653 2.547 1.857 0.1538
H 2.798 -2.993 0.165 -1.366 1.556 1.421 0.0706
H 0.836 -1.004 -1.641 -1.580 0.436 -0.422 0.1043
H -1.163 2.371 -1.021 -0.745 -3.179 1.547 0.1379
H -0.530 1.519 1.595 1.594 -0.417 1.007 0.1002
```
Forces are in eV/Å.

Energy relative to the best compared isomer or geometry (same formula, charge and spin): 4.505 eV
Charge: 0



Record 4
Density functional theory data (wB97M-V/def2-TZVPD) for 8 unconnected molecules or ions with the total composition C36H68O14 at a distorted geometry.

Structure (XYZ):
```
118
Properties=species:S:1:pos:R:3:forces:R:3:lowdin_charge:R:1
O -16.534 -19.421 1.848 0.999 0.279 3.030 0.1027
O -18.080 -14.154 3.425 1.162 1.248 0.085 -0.1724
O -10.958 -18.733 10.750 -2.582 2.068 -1.763 0.1857
O -11.598 -17.607 13.002 -1.571 0.924 -2.019 0.1756
O -14.651 -16.207 5.883 -0.086 0.604 -0.849 0.0663
O -15.464 -16.840 1.428 -1.205 -1.674 2.107 0.1079
O -15.070 -18.885 6.333 -0.500 1.178 -0.408 0.0772
O -15.463 -15.619 11.147 3.661 -1.006 0.610 0.2240
O -14.706 -16.468 8.649 1.324 -0.137 1.737 0.1601
O -17.876 -18.331 -0.267 -0.866 -0.195 -0.084 -0.1925
O -17.323 -21.259 10.127 1.419 0.586 0.084 -0.1779
O -15.667 -11.762 8.720 0.341 -0.654 2.265 -0.1674
O -14.484 -10.783 3.056 0.271 -0.703 -1.992 -0.1676
O -10.603 -17.483 3.661 -0.597 -2.744 -0.535 -0.1712
C -13.937 -16.676 9.577 -0.157 0.033 0.109 -0.2594
C -19.186 -17.192 1.288 -1.780 -0.459 2.065 -0.0851
C -18.658 -17.158 -0.061 1.456 0.110 0.107 -0.2782
C -16.110 -9.079 2.992 -0.798 1.120 1.203 -0.0837
C -15.154 -10.808 9.636 -0.555 1.284 0.169 -0.2959
C -16.086 -18.670 2.913 -0.536 -0.777 -2.642 -0.1826
C -10.462 -16.382 4.490 -0.114 -0.293 -0.586 -0.3103
C -15.729 -17.273 2.572 1.172 2.175 -1.674 -0.2878
C -15.909 -12.569 6.576 0.308 -1.583 -0.070 -0.0581
C -15.039 -9.785 2.206 -0.826 0.436 1.026 -0.2795
C -11.677 -18.417 4.008 0.477 1.543 -0.230 -0.2389
C -16.862 -19.267 9.211 0.796 2.248 0.339 -0.0826
C -19.925 -15.131 4.654 -0.080 0.119 -0.621 -0.0658
C -17.344 -13.049 2.771 -0.772 -1.116 -1.043 -0.1956
C -15.201 -16.961 4.894 0.324 1.071 2.649 -0.2290
C -16.281 -20.570 9.465 -1.801 -1.676 -0.214 -0.3094
C -12.750 -17.514 9.624 0.986 -0.499 -1.850 0.1771
C -13.241 -12.803 3.266 0.025 0.198 -0.455 -0.0657
C -19.452 -14.002 3.710 -1.157 0.564 0.973 -0.2900
C -9.453 -15.495 3.761 -0.054 0.207 0.918 -0.0598
C -16.338 -19.416 -1.739 -1.552 0.657 -0.071 -0.0474
C -11.604 -19.695 3.208 0.076 -0.392 -0.057 -0.0639
C -15.204 -11.561 7.423 -0.780 0.325 -0.404 -0.3003
C -17.596 -13.035 1.241 -0.433 0.331 -0.306 -0.0611
C -13.447 -16.346 12.081 0.879 -0.915 0.490 0.2425
C -15.477 -16.421 3.719 0.571 0.375 -0.297 0.0729
C -16.986 -22.607 10.155 -2.529 -0.697 1.477 -0.2830
C -15.850 -19.143 4.144 -1.253 -1.863 -0.763 0.0619
C -15.685 -10.940 11.069 0.195 -0.497 -1.415 -0.0654
C -13.771 -11.728 2.232 0.928 -1.688 2.758 -0.2336
C -12.251 -17.246 12.012 0.177 0.336 3.032 -0.2538
C -11.962 -17.801 10.701 1.375 -2.078 0.152 -0.1464
C -17.565 -18.476 -1.621 1.593 -0.430 -0.790 -0.2779
C -14.231 -16.174 10.965 -4.439 1.615 -0.300 -0.0801
C -15.424 -18.373 5.269 1.127 -1.182 -0.676 -0.3176
C -18.051 -23.095 11.172 1.080 -1.262 -0.058 -0.0616
H -15.836 -8.845 4.021 0.695 -0.156 0.073 0.0726
H -16.950 -12.310 0.747 0.489 -0.188 0.075 0.0589
H -15.481 -9.848 9.237 -0.155 0.444 0.134 0.1128
H -14.076 -10.665 9.706 0.493 -0.859 -0.527 0.1142
H -16.398 -8.094 2.625 0.173 -0.051 -0.579 0.0762
H -19.726 -13.089 4.239 0.638 0.643 -0.037 0.1093
H -16.892 -12.829 6.966 -0.191 0.518 -0.137 0.0843
H -11.469 -15.994 4.638 -0.101 0.955 -0.034 0.1036
H -18.424 -18.815 -2.199 -0.133 -0.073 -0.013 0.1225
H -16.283 -13.186 2.980 0.006 -0.786 -0.118 0.0812
H -13.819 -15.984 13.028 0.191 0.123 0.199 0.1671
H -12.588 -17.833 3.878 -0.488 -0.175 -0.479 0.0995
H -14.134 -11.769 7.417 0.258 0.707 -0.392 0.1253
H -19.051 -23.135 10.739 0.162 0.090 -0.093 0.0766
H -12.448 -20.352 3.419 -0.229 0.186 0.263 0.0711
H -11.701 -18.629 5.077 0.555 -0.197 0.329 0.1072
H -19.522 -17.024 -0.712 0.485 -0.246 -0.776 0.1340
H -15.945 -12.381 5.503 0.053 0.246 0.140 0.0674
H -14.255 -9.084 1.919 0.036 0.005 -0.302 0.1230
H -14.370 -12.271 1.500 -0.593 0.345 -0.006 0.1026
H -15.952 -22.789 10.450 0.094 0.019 0.288 0.1157
H -15.547 -10.209 1.340 0.443 -0.265 -0.343 0.1090
H -15.853 -15.430 10.291 -0.567 -0.011 -1.073 0.1436
H -19.564 -15.053 5.679 1.525 -0.400 -0.374 0.0678
H -12.424 -12.483 3.913 0.090 0.572 -0.263 0.0662
H -16.932 -18.742 10.164 0.022 0.182 0.291 0.0741
H -9.767 -15.252 2.746 -0.263 0.144 0.230 0.0791
H -19.757 -16.027 4.055 0.258 -0.580 0.970 0.0579
H -17.227 -17.514 -2.007 -0.223 0.310 -0.204 0.1161
H -12.913 -11.322 1.697 -0.052 0.537 0.050 0.1153
H -15.994 -19.431 -2.774 0.150 0.024 0.106 0.0762
H -10.887 -18.928 11.687 0.736 -0.116 0.979 0.1198
H -10.143 -16.712 5.479 0.493 0.128 0.339 0.1081
H -17.576 -13.980 0.698 0.872 -0.366 0.529 0.0612
H -20.042 -13.953 2.795 -0.080 -0.382 -0.230 0.1094
H -15.371 -20.549 10.064 0.278 -0.024 0.040 0.1207
H -18.501 -16.939 2.098 0.042 0.109 -0.118 0.0671
H -16.663 -20.420 -1.465 0.477 -0.031 0.269 0.0786
H -9.269 -14.610 4.370 -0.055 0.312 -0.285 0.0699
H -12.460 -17.960 8.684 -0.095 -0.275 -0.231 0.1615
H -15.607 -18.954 -1.076 0.347 -0.559 -0.074 0.0745
H -16.162 -21.162 8.558 0.829 0.379 -0.438 0.1247
H -19.630 -18.165 1.498 0.282 -0.339 0.051 0.0971
H -15.262 -10.117 11.647 -0.372 0.027 0.059 0.0800
H -20.955 -15.148 5.010 -0.710 0.513 -1.288 0.0709
H -18.068 -22.455 12.054 0.092 0.129 -0.189 0.0736
H -15.528 -10.564 7.124 0.719 0.431 -0.187 0.1232
H -17.445 -12.033 3.151 -1.082 -0.052 0.502 0.1001
H -15.331 -13.479 6.740 -0.093 -0.445 -0.461 0.0603
H -17.894 -19.273 8.859 0.438 -0.167 -0.691 0.1028
H -20.080 -16.569 1.330 0.226 0.578 0.288 0.0863
H -16.091 -18.761 8.631 -0.706 0.663 -0.646 0.0475
H -18.567 -12.700 0.875 -0.524 0.399 0.905 0.0683
H -14.633 -16.650 6.734 -0.174 -0.633 0.002 0.0447
H -17.774 -24.090 11.521 -0.281 -0.219 0.020 0.0674
H -15.171 -15.399 3.550 -0.215 0.113 -0.149 0.1271
H -16.771 -10.928 10.981 0.020 0.047 0.632 0.0792
H -12.867 -13.706 2.784 -0.100 0.001 -0.315 0.0647
H -17.056 -9.596 3.156 0.082 -0.555 -0.551 0.0622
H -11.607 -19.592 2.123 0.142 0.468 0.077 0.0812
H -10.726 -20.277 3.489 0.167 0.159 -0.054 0.0774
H -14.002 -13.119 3.979 -0.428 0.105 -0.256 0.0400
H -8.487 -15.992 3.665 -0.117 -0.276 0.121 0.0765
H -17.156 -23.048 9.173 0.130 -0.212 -0.196 0.1196
H -17.914 -16.361 -0.087 -0.371 0.647 -0.751 0.1157
H -16.621 -18.842 1.087 -0.344 0.525 -0.910 0.0551
H -16.050 -20.200 4.243 0.077 -0.163 0.431 0.1405
H -15.321 -11.874 11.498 -0.221 -0.098 0.166 0.0572
```
Forces are in eV/Å.

Charge: +1
Multiplicity: 2
<S²>: 0.766
E_tot: -67083.2240 eV



Question: Among the records above, which one has the lowest charge?
Answer: C43H47N5O4P2PdSSi2



Question: What is the formula in the fourth record?
Answer: C36H68O14



Question: Among the records above, which one has the lowest charge?
Answer: C43H47N5O4P2PdSSi2